Record 1
A structure of composition C13H10N3O3Pt in a non-equilibrium geometry. Source: the Open Molecules 2025 dataset; level of theory: wB97M-V/def2-TZVPD.

Each line ends with the Löwdin charge.
Atoms and positions in Å:
Pt -1.28199 -1.89585 -0.21924  1.071
O 2.46558 2.32054 -0.68643  0.049
C 2.78816 1.45981 -1.69071  -0.261
C 3.85171 1.77447 -2.53427  -0.048
C 4.21504 0.92763 -3.56887  -0.111
C 3.50864 -0.24859 -3.76489  -0.104
C 2.45120 -0.55798 -2.92348  -0.022
C 2.06227 0.27279 -1.87528  -0.069
C 0.91587 -0.14823 -1.03171  -0.472
O 0.37473 -1.28513 -1.35160  -0.301
N 0.49373 0.56837 -0.02831  0.057
N -0.57081 -0.09920 0.55771  -0.179
C -1.05554 0.57443 1.60380  -0.099
C -2.14859 -0.02395 2.29059  -0.280
C -2.81890 0.49028 3.42376  -0.049
C -3.85676 -0.24065 3.94055  -0.108
C -4.21782 -1.45776 3.33218  -0.083
C -3.50676 -1.87763 2.22476  -0.162
N -2.49636 -1.19268 1.70613  -0.039
H 3.06991 3.06859 -0.72070  0.096
H 4.40523 2.69598 -2.38064  0.103
H 5.04406 1.18513 -4.21699  0.093
H 3.77303 -0.92657 -4.56639  0.092
H 1.89701 -1.47414 -3.07278  0.114
H -0.63146 1.51966 1.91252  0.106
H -2.50975 1.43245 3.85844  0.098
H -4.39831 0.11490 4.80993  0.091
H -5.03500 -2.05515 3.71450  0.085
H -3.74399 -2.79977 1.70603  0.090
O -3.04410 -2.12180 -0.44864  -0.758

Properties
<S²>: 2.07
HOMO (alpha / beta), hartree: -0.085 / -0.112
2S+1: 3
LUMO (alpha / beta), Eh: 0.105 / 0.105
Total charge: -1

***

Record 2
A cluster of 5 separate species, C13H11Cl9F16O2 in total in a non-equilibrium geometry. Source: the Open Molecules 2025 dataset; level of theory: wB97M-V/def2-TZVPD.

Each line ends with the Löwdin charge.
Atoms and positions in Å:
C 0.25312 0.94814 -2.69562  -0.057
C -0.10696 1.69187 -1.44490  -0.507
C -1.65069 1.86161 -1.38616  -0.432
F -2.09816 2.62287 -2.30114  0.172
F -2.45214 0.84408 -1.32022  0.162
F 0.16716 0.97475 -0.33921  0.080
F 0.66422 2.71243 -1.23544  0.171
O -0.01560 1.57162 -3.95406  0.063
C 0.83769 2.59632 -4.33017  -0.528
C 0.85136 2.85344 -5.85991  -0.333
F 1.61208 3.82967 -6.26832  0.146
F 1.28924 1.75407 -6.50857  0.088
F 0.40974 3.78822 -3.84893  0.143
F 2.05561 2.27064 -3.91391  0.168
H -0.33360 0.03129 -2.63874  0.144
H 1.25549 0.53527 -2.58211  0.130
H -1.75776 2.44983 -0.47478  0.165
H -0.14287 3.00043 -6.28181  0.173
C -2.10310 -1.25037 2.73608  -0.026
C -0.99576 -0.31011 3.26852  -0.398
C -1.23388 1.26720 3.35946  -0.243
F -1.17339 1.85389 2.16496  0.083
F -2.53827 1.56866 3.72175  0.053
F -0.87966 -0.71325 4.53564  0.119
F 0.16766 -0.68863 2.63764  0.074
O -2.38085 -1.13958 1.30035  0.024
C -3.17027 -2.19128 0.84113  -0.556
C -3.48208 -2.16085 -0.66165  -0.217
F -3.87516 -3.37934 -1.14978  0.065
F -4.56499 -1.30835 -0.89817  0.066
F -2.54138 -3.33754 1.04728  0.147
F -4.26090 -2.23340 1.63594  0.147
H -2.97380 -1.17677 3.38766  0.143
H -1.72450 -2.25092 2.94508  0.138
H -0.64155 1.82608 4.08394  0.169
H -2.65490 -2.07870 -1.36672  0.167
C 2.25906 -1.44347 0.43818  -1.541
Cl 3.46588 -0.99783 -0.75632  0.549
Cl 3.05972 -2.46207 1.62197  0.551
Cl 0.78465 -2.21266 -0.26928  0.543
H 2.00619 -0.48741 0.89654  -0.067
C 2.66486 -5.65674 3.15420  -1.583
Cl 3.45903 -6.51019 1.84480  0.539
Cl 2.53019 -6.71031 4.57679  0.518
Cl 1.09568 -4.94678 2.76408  0.504
H 3.37757 -4.85904 3.36353  -0.012
C 3.10034 3.53582 1.08767  -1.511
Cl 4.69354 4.05330 1.71100  0.517
Cl 1.79331 4.64573 1.65273  0.501
Cl 2.75325 1.95806 1.70776  0.571
H 3.14554 3.46031 0.00123  0.020

Properties
HOMO, hartree: -0.408
Structure (SMILES): FC(F)C(F)(F)COC(F)(F)C(F)F.FC(F)C(F)(F)COC(F)(F)C(F)F.ClC(Cl)Cl.ClC(Cl)Cl.ClC(Cl)Cl
LUMO, Eh: 0.008

***

Record 3
The molecule C13H11F3N2O3 in a non-equilibrium geometry. Source: the Open Molecules 2025 dataset; level of theory: wB97M-V/def2-TZVPD.

Each line ends with the Löwdin charge.
Atoms and positions in Å:
C -0.99286 5.99814 -0.17165  -0.060
C -1.06889 5.26404 -1.50146  -0.207
H -2.04913 4.79231 -1.62107  0.124
H -0.87283 5.93747 -2.33772  0.124
O -0.05623 4.25428 -1.59931  0.000
C -0.31254 3.08102 -1.03155  -0.490
O -1.33220 2.78758 -0.47515  0.140
C 0.89344 2.15284 -1.18921  0.025
C 0.46180 0.73831 -1.19244  -0.333
N 0.68724 -0.15947 -0.28741  0.221
C 0.04945 -1.26587 -0.77937  -0.292
N -0.52599 -1.03765 -1.93264  0.142
O -0.26474 0.26142 -2.21195  0.059
C 0.02873 -2.54269 -0.09258  -0.144
C 0.69298 -2.67431 1.12356  0.052
C 0.67113 -3.89617 1.77499  -0.109
C 0.00125 -4.98523 1.22848  -0.007
C -0.65819 -4.84342 0.01894  -0.052
C -0.64705 -3.62986 -0.64301  -0.009
H -1.15501 -3.50186 -1.58569  0.114
H -1.18136 -5.68595 -0.40586  0.108
H -0.00385 -5.92921 1.75190  0.123
C 1.40453 -4.07849 3.07449  -0.588
F 1.71589 -2.92420 3.67661  0.142
F 2.56735 -4.74112 2.90531  0.138
F 0.69938 -4.79693 3.96526  0.138
H 1.20910 -1.82429 1.54150  0.123
H 1.56410 2.30923 -0.34298  0.144
H 1.40795 2.40615 -2.11690  0.138
H -1.20068 5.31199 0.64566  0.077
H -0.00306 6.42621 -0.03293  0.079
H -1.72971 6.79572 -0.15580  0.079

Properties
HOMO, hartree: -0.349
Structure (SMILES): CCOC(=O)Cc1nc(-c2cccc(C(F)(F)F)c2)no1
LUMO, Eh: 0.009

***

Record 4
The molecule C13H11NO5 in a non-equilibrium geometry. Source: the Open Molecules 2025 dataset; level of theory: wB97M-V/def2-TZVPD.

Each line ends with the Löwdin charge.
Atoms and positions in Å:
O 0.05712 -4.16936 1.81866  0.070
O -1.34116 0.19585 -4.35766  0.069
O 1.50887 -2.83838 3.66396  0.061
O -0.76888 2.95532 -3.79096  0.013
O -1.53106 1.84590 1.50259  -0.015
C -0.28373 -2.25134 0.46247  0.072
C -0.67211 -0.43510 -2.17232  0.066
C 1.16156 -0.78225 2.32766  0.040
C -0.13910 2.22986 -1.54815  0.042
C 0.30351 -2.87715 1.59592  -0.251
C -0.73990 0.56952 -3.19420  -0.215
C 1.03461 -2.15681 2.54517  -0.228
C -0.60093 1.95692 -2.87090  -0.245
C 0.03137 -0.99116 0.19463  -0.175
C -0.15563 -0.16656 -0.95737  -0.130
C 0.64244 -0.22388 1.17142  -0.127
C 0.13439 1.19682 -0.63429  -0.110
N -0.16112 2.03660 1.65718  -0.089
C 0.71519 1.27841 0.80492  -0.200
H 0.47316 -4.36800 2.70813  0.132
H -1.39098 1.03125 -4.83008  0.097
H 1.88173 -2.31298 4.32593  0.074
H -0.48737 3.90852 -3.47864  0.177
H -1.69975 1.80906 0.59161  0.052
H -0.82376 -2.74103 -0.33241  0.132
H -1.00142 -1.33882 -2.57252  0.111
H 1.75929 -0.26637 3.15559  0.146
H 0.07954 3.26623 -1.23016  0.129
H 0.23921 2.13226 2.62434  0.149
H 1.77487 1.50664 0.81946  0.154

Properties
HOMO, hartree: -0.277
Structure (SMILES): ONC1c2cc(O)c(O)cc2-c2cc(O)c(O)cc21
LUMO, Eh: 0.014

***

Record 5
A structure of composition C13H12BrCaF2GaMgO10P in a non-equilibrium geometry. Source: the Open Molecules 2025 dataset; level of theory: wB97M-V/def2-TZVPD.

Each line ends with the Löwdin charge.
Atoms and positions in Å:
O -2.56078 5.72092 -1.21717  -0.558
P -2.34403 4.98744 -2.51261  0.333
O -3.82286 4.37995 -2.93212  -0.280
O -2.05183 6.17184 -3.56224  -0.214
Ga -0.51584 3.39300 -2.58244  -0.214
Br 1.41212 4.84523 -2.67667  -0.068
H -3.89889 3.45861 -2.68058  0.059
H -1.99404 5.78611 -4.44094  0.066
H -0.38288 2.50219 -1.18503  -0.054
H -0.67712 2.59935 -3.98366  -0.146
Mg 2.09842 1.65347 -3.07006  0.279
F 0.53499 2.69751 -0.15515  -0.640
Ca -4.59715 6.65081 -1.26827  1.495
C 3.86238 -4.17584 -0.00746  0.013
C 3.04191 -3.12934 -0.00618  0.027
C 2.81189 -2.33425 -1.24312  -0.383
O 2.06012 -1.39060 -1.24566  0.045
C 3.53736 -2.74861 -2.47590  0.022
C 4.35800 -3.79469 -2.46901  0.009
C 4.58333 -4.59240 -1.23549  -0.397
O 5.33082 -5.54936 -1.23491  0.080
H 4.04529 -4.76927 0.88003  0.116
H 2.50761 -2.80560 0.87952  0.089
H 3.35420 -2.15168 -3.36096  0.108
H 4.89702 -4.11649 -3.35104  0.116
C -2.14020 -3.59160 3.28255  0.020
C -0.98606 -3.00162 2.98809  0.034
C 0.24758 -3.79960 2.76675  -0.364
O 1.29696 -3.26001 2.50031  0.096
C 0.14671 -5.27815 2.88246  0.023
C -1.00763 -5.86589 3.17670  0.017
C -2.24427 -5.06867 3.39996  -0.389
O -3.29463 -5.60892 3.66638  0.100
H -3.05191 -3.03285 3.44871  0.122
H -0.88434 -1.92765 2.89465  0.131
H 1.05926 -5.83605 2.71461  0.121
H -1.10766 -6.93978 3.26744  0.119
C -2.77756 8.38638 2.22433  -0.828
O -1.88536 9.19339 2.48351  0.029
O -3.77779 8.58206 1.49349  -0.109
O -2.68943 7.08735 2.59344  0.040
F -2.49369 6.67333 1.35373  -0.065

Properties
HOMO, hartree: -0.101
LUMO, Eh: -0.028
Total charge: -1

***

Record 6
A structure of composition C13H12BrCoN4S2. Source: the Open Molecules 2025 dataset; level of theory: wB97M-V/def2-TZVPD.

Each line ends with the Löwdin charge.
Atoms and positions in Å:
Co -0.04886 0.67628 0.39902  0.388
C 4.46884 -0.89036 2.40074  -0.417
S 3.03086 -0.88688 3.48386  0.915
C 1.75103 -0.36467 2.45187  -1.031
S 2.03262 0.08424 0.79043  0.705
N 0.58048 -0.34661 3.04048  -0.060
N -0.38812 0.04774 2.16514  -0.124
C -1.60861 0.10525 2.55225  -0.010
C -2.57884 0.40851 1.50045  -0.221
C -3.94731 0.34599 1.68498  0.017
C -4.77514 0.49936 0.58177  -0.016
C -4.20626 0.68505 -0.66615  -0.019
C -2.82637 0.76070 -0.76426  -0.090
N -2.02246 0.66126 0.29355  0.026
H 5.28956 -1.22551 3.03201  0.042
H 4.68418 0.10659 2.02618  0.031
H 4.33920 -1.59032 1.57954  0.036
H -1.89456 -0.12335 3.57214  0.146
H -4.34946 0.15865 2.67061  0.129
H -5.84954 0.45182 0.69518  0.125
H -4.81201 0.77078 -1.55624  0.121
H -2.34689 0.89369 -1.72543  0.114
Br 1.20846 6.87538 -1.76038  0.847
C 0.84331 5.13788 -1.18450  -0.679
C 1.58167 4.56557 -0.16025  -0.072
C 1.28204 3.27561 0.22722  -0.112
N 0.29686 2.55091 -0.32630  -0.028
C -0.40962 3.12580 -1.31030  -0.097
C -0.17429 4.40137 -1.77593  -0.077
H 2.38120 5.10361 0.32691  0.118
H 1.84737 2.79084 1.00978  0.087
H -1.20427 2.54324 -1.75031  0.090
H -0.77196 4.80721 -2.57840  0.116

Properties
<S²>: 0.79
HOMO (alpha / beta), hartree: -0.417 / -0.417
2S+1: 2
LUMO (alpha / beta), Eh: -0.157 / -0.157
Total charge: +1